(1)
{
  "formula": "C2H5N2",
  "method": "ωB97M-V/def2-TZVPD",
  "elements": ["C", "C", "N", "N", "H", "H", "H", "H", "H"],
  "coordinates": [[-3.05, -0.44, 0.37], [1.81, -0.35, -0.07], [-2.19, 0.23, 0.00], [-1.21, 0.88, -0.21], [-3.84, -1.19, 0.50], [2.85, -0.55, -0.27], [1.17, -0.95, -0.69], [1.49, 0.21, 0.92], [-1.51, 1.64, -0.95]],
  "lowdin_charge": [0.378, 0.036, -0.040, 0.295, 0.156, -0.025, -0.049, 0.031, 0.219],
  "gap_ev": [6.63, 7.47],
  "multiplicity": 3,
  "fmax_ev_per_a": 5.4,
  "charge": 1
}

(2)
{
  "formula": "C34H70F12KN2O23S4",
  "method": "ωB97M-V/def2-TZVPD",
  "elements": ["K", "C", "F", "F", "F", "S", "O", "O", "N", "S", "O", "O", "C", "F", "F", "F", "C", "F", "F", "F", "S", "O", "O", "N", "S", "O", "O", "C", "F", "F", "F", "C", "O", "C", "C", "O", "C", "C", "O", "C", "H", "H", "H", "H", "H", "H", "H", "H", "H", "H", "H", "H", "H", "H", "C", "O", "C", "C", "O", "C", "C", "O", "C", "H", "H", "H", "H", "H", "H", "H", "H", "H", "H", "H", "H", "H", "H", "C", "O", "C", "C", "O", "C", "C", "O", "C", "H", "H", "H", "H", "H", "H", "H", "H", "H", "H", "H", "H", "H", "H", "C", "O", "C", "C", "O", "C", "C", "O", "C", "H", "H", "H", "H", "H", "H", "H", "H", "H", "H", "H", "H", "H", "H", "C", "O", "C", "C", "O", "C", "C", "O", "C", "H", "H", "H", "H", "H", "H", "H", "H", "H", "H", "H", "H", "H", "H"],
  "coordinates": [[-4.69, -3.12, 33.48], [3.70, -4.75, 24.57], [4.07, -6.07, 24.50], [4.70, -4.07, 25.18], [3.46, -4.20, 23.37], [2.10, -4.56, 25.68], [1.78, -3.16, 25.60], [1.15, -5.48, 25.02], [2.75, -5.05, 27.20], [1.58, -4.86, 28.07], [1.46, -3.47, 28.66], [0.29, -5.49, 27.73], [2.29, -6.03, 29.47], [1.40, -6.22, 30.52], [2.52, -7.19, 28.85], [3.46, -5.61, 29.97], [-0.78, -4.39, 32.60], [-1.14, -3.56, 33.54], [0.43, -4.01, 32.19], [-0.67, -5.73, 33.06], [-2.06, -4.16, 31.19], [-2.29, -2.73, 31.17], [-1.42, -4.59, 29.97], [-3.47, -4.95, 31.77], [-3.72, -6.11, 30.84], [-4.41, -5.77, 29.58], [-2.61, -7.09, 30.77], [-5.06, -6.93, 32.03], [-4.52, -7.28, 33.16], [-6.04, -6.12, 32.33], [-5.65, -7.99, 31.48], [-9.03, -8.18, 34.25], [-7.78, -8.90, 33.97], [-6.75, -8.77, 34.97], [-5.83, -9.94, 34.82], [-6.45, -11.25, 34.85], [-5.57, -12.26, 34.52], [-6.35, -13.60, 34.81], [-6.73, -13.69, 36.16], [-7.44, -14.90, 36.47], [-9.77, -8.65, 33.61], [-8.91, -7.14, 33.93], [-9.39, -8.17, 35.28], [-7.20, -8.82, 35.96], [-6.31, -7.80, 34.75], [-5.18, -9.80, 35.68], [-5.39, -9.75, 33.84], [-4.66, -12.16, 35.11], [-5.34, -12.15, 33.46], [-5.73, -14.47, 34.59], [-7.25, -13.62, 34.20], [-7.78, -14.79, 37.50], [-6.77, -15.75, 36.55], [-8.34, -15.06, 35.87], [-0.75, -14.99, 25.88], [-0.70, -13.59, 26.23], [-1.37, -13.29, 27.46], [-1.89, -11.83, 27.48], [-2.92, -11.71, 26.46], [-3.88, -10.64, 26.77], [-3.31, -9.21, 26.72], [-2.15, -8.96, 27.56], [-1.80, -7.59, 27.72], [-0.23, -15.57, 26.64], [-0.18, -15.14, 24.97], [-1.76, -15.42, 25.80], [-0.75, -13.53, 28.32], [-2.27, -13.87, 27.63], [-1.13, -11.14, 27.13], [-2.14, -11.39, 28.44], [-4.30, -10.89, 27.74], [-4.71, -10.55, 26.08], [-4.11, -8.58, 27.11], [-3.00, -9.04, 25.68], [-0.92, -7.59, 28.37], [-2.63, -7.01, 28.13], [-1.48, -7.18, 26.76], [0.19, -0.60, 33.28], [1.12, 0.08, 32.38], [1.77, -0.65, 31.38], [2.83, 0.17, 30.68], [2.33, 1.44, 30.17], [3.24, 2.21, 29.48], [2.71, 3.62, 29.17], [2.47, 4.42, 30.33], [3.32, 5.61, 30.47], [-0.46, -1.32, 32.78], [-0.46, 0.07, 33.86], [0.77, -1.11, 34.06], [1.02, -0.92, 30.64], [2.30, -1.54, 31.70], [2.99, -0.38, 29.76], [3.73, 0.43, 31.25], [3.52, 1.74, 28.53], [4.15, 2.27, 30.08], [1.78, 3.58, 28.60], [3.37, 4.20, 28.52], [3.34, 6.00, 31.48], [3.07, 6.40, 29.77], [4.32, 5.25, 30.20], [-2.62, -3.58, 23.86], [-2.54, -2.67, 24.92], [-1.94, -3.26, 26.09], [-1.54, -2.09, 27.10], [-0.60, -1.14, 26.59], [0.00, -0.27, 27.60], [0.96, 0.65, 26.89], [0.26, 1.53, 25.98], [1.32, 2.49, 25.50], [-1.60, -3.85, 23.57], [-3.09, -3.04, 23.04], [-3.18, -4.49, 24.11], [-1.04, -3.82, 25.83], [-2.71, -3.89, 26.53], [-1.04, -2.57, 27.95], [-2.53, -1.75, 27.41], [0.62, -0.84, 28.29], [-0.67, 0.33, 28.22], [1.76, 0.11, 26.39], [1.39, 1.22, 27.71], [1.70, 3.13, 26.29], [0.76, 3.22, 24.90], [2.01, 2.15, 24.73], [-8.07, -1.95, 34.18], [-6.90, -1.22, 34.18], [-6.82, 0.04, 33.43], [-6.68, -0.29, 31.92], [-5.46, -0.95, 31.77], [-5.04, -1.24, 30.43], [-5.57, -2.54, 29.84], [-7.03, -2.66, 29.91], [-7.52, -3.66, 29.04], [-8.57, -1.98, 33.21], [-8.68, -1.45, 34.93], [-8.02, -2.92, 34.67], [-5.94, 0.61, 33.72], [-7.77, 0.56, 33.58], [-6.66, 0.67, 31.40], [-7.46, -0.96, 31.57], [-3.97, -1.43, 30.39], [-5.16, -0.34, 29.83], [-5.21, -3.34, 30.49], [-5.17, -2.78, 28.86], [-7.09, -3.67, 28.04], [-8.60, -3.80, 28.99], [-7.24, -4.58, 29.55]],
  "lowdin_charge": [0.849, -0.587, 0.090, 0.096, 0.130, 0.687, -0.288, -0.320, -0.286, 0.532, -0.352, -0.324, -0.597, 0.074, 0.112, 0.116, -0.581, 0.125, 0.144, 0.076, 0.660, -0.308, -0.249, -0.391, 0.559, -0.308, -0.293, -0.699, 0.143, 0.125, 0.144, -0.070, -0.196, -0.211, -0.172, -0.127, -0.196, -0.191, -0.195, -0.096, 0.082, 0.071, 0.077, 0.121, 0.112, 0.133, 0.122, 0.123, 0.126, 0.116, 0.119, 0.079, 0.081, 0.086, -0.098, -0.177, -0.200, -0.178, -0.146, -0.165, -0.166, -0.221, -0.097, 0.073, 0.081, 0.080, 0.116, 0.112, 0.117, 0.123, 0.114, 0.114, 0.121, 0.126, 0.085, 0.061, 0.085, -0.065, -0.168, -0.211, -0.129, -0.144, -0.244, -0.185, -0.195, -0.084, 0.055, 0.078, 0.081, 0.121, 0.132, 0.130, 0.127, 0.120, 0.121, 0.110, 0.112, 0.080, 0.076, 0.075, -0.131, -0.201, -0.142, -0.146, -0.116, -0.165, -0.220, -0.154, -0.072, 0.087, 0.082, 0.081, 0.096, 0.120, 0.097, 0.105, 0.101, 0.129, 0.133, 0.089, 0.061, 0.069, 0.084, -0.133, -0.264, -0.101, -0.200, -0.197, -0.155, -0.148, -0.199, -0.104, 0.097, 0.088, 0.091, 0.131, 0.124, 0.133, 0.113, 0.103, 0.134, 0.085, 0.136, 0.094, 0.083, 0.077],
  "gap_ev": 7.19,
  "multiplicity": 1,
  "fmax_ev_per_a": 9.6,
  "charge": -1
}

(3)
{
  "formula": "C3H5NO2",
  "method": "ωB97M-V/def2-TZVPD",
  "elements": ["N", "C", "O", "C", "C", "O", "H", "H", "H", "H", "H"],
  "coordinates": [[0.99, 1.55, -0.01], [0.79, 0.25, 0.36], [1.68, -0.46, 0.80], [-0.63, -0.27, 0.20], [-0.67, -1.49, -0.71], [-1.41, -1.55, -1.66], [0.28, 2.08, -0.49], [1.93, 1.90, 0.02], [-1.32, 0.46, -0.22], [-0.98, -0.56, 1.20], [0.01, -2.33, -0.46]],
  "lowdin_charge": [0.163, -0.551, 0.051, -0.072, -0.241, 0.054, 0.102, 0.112, 0.114, 0.135, 0.133],
  "gap_ev": 10.76,
  "multiplicity": 1,
  "smiles": "NC(=O)CC=O",
  "fmax_ev_per_a": 0.5
}

(4)
{
  "formula": "C8H15NO",
  "method": "ωB97M-V/def2-TZVPD",
  "elements": ["C", "C", "N", "C", "C", "C", "O", "C", "C", "C", "H", "H", "H", "H", "H", "H", "H", "H", "H", "H", "H", "H", "H", "H", "H"],
  "coordinates": [[-0.07, -3.37, 1.83], [0.04, -2.36, 1.18], [0.64, -0.92, 0.30], [1.78, -1.36, -0.49], [-0.45, -0.35, -0.32], [-1.71, -0.22, 0.49], [-0.66, -0.74, -1.62], [0.42, 1.33, -0.32], [0.41, 1.95, 1.05], [-0.32, 2.12, -1.38], [-0.17, -4.25, 2.42], [2.05, -2.41, -0.38], [1.67, -1.22, -1.56], [2.68, -0.82, -0.18], [-2.39, 0.49, 0.02], [-2.17, -1.21, 0.53], [-1.50, 0.07, 1.51], [-1.47, -1.27, -1.68], [1.45, 1.18, -0.65], [0.84, 1.28, 1.79], [-0.60, 2.21, 1.36], [0.99, 2.87, 1.03], [-1.35, 2.30, -1.08], [-0.30, 1.61, -2.34], [0.18, 3.08, -1.52]],
  "lowdin_charge": [0.041, -0.034, -0.061, -0.093, -0.585, -0.016, 0.020, -0.275, -0.093, -0.095, 0.004, 0.084, 0.085, 0.083, 0.090, 0.083, 0.086, 0.112, 0.110, 0.078, 0.072, 0.081, 0.075, 0.073, 0.078],
  "gap_ev": 9.48,
  "multiplicity": 1,
  "smiles": "C#CN(C)[C@](C)(O)C(C)C",
  "fmax_ev_per_a": 7.3
}